Record 1
{"formula": "C40H42I2N14OPRbSTe", "method": "ωB97M-V with the def2-TZVPD basis set", "spin_multiplicity": 1, "charge": -2, "homo_energy_ev": -1.1, "mol_weight_g_mol": 1264.790, "symbols": ["Rb", "I", "C", "C", "C", "I", "C", "O", "C", "C", "N", "C", "C", "C", "C", "C", "C", "N", "C", "H", "H", "H", "H", "H", "H", "H", "H", "H", "H", "H", "C", "N", "C", "C", "N", "C", "P", "C", "N", "C", "C", "N", "C", "C", "N", "C", "C", "N", "C", "H", "H", "H", "H", "H", "H", "H", "H", "H", "H", "H", "H", "H", "H", "H", "C", "C", "N", "C", "N", "C", "C", "C", "N", "C", "H", "H", "H", "H", "H", "H", "H", "H", "H", "H", "H", "H", "H", "Te", "C", "C", "C", "C", "S", "H", "H", "H", "N", "C", "C", "C", "N", "C", "N"], "xyz": [[0.677, 0.226, 0.223], [6.210, -5.732, 4.206], [4.727, -4.579, 3.198], [3.643, -4.085, 3.899], [2.718, -3.349, 3.204], [0.963, -2.638, 4.163], [2.786, -3.034, 1.817], [1.923, -2.322, 1.254], [3.910, -3.631, 1.149], [4.022, -3.502, -0.354], [3.824, -2.186, -0.923], [4.648, -1.160, -0.313], [4.652, 0.092, -1.150], [5.840, 0.773, -1.397], [5.811, 1.907, -2.191], [4.599, 2.324, -2.713], [3.467, 1.583, -2.406], [3.491, 0.501, -1.644], [4.843, -4.373, 1.834], [3.529, -4.276, 4.958], [3.274, -4.157, -0.818], [5.015, -3.860, -0.661], [2.848, -1.919, -0.796], [5.671, -1.543, -0.227], [4.306, -0.891, 0.705], [6.768, 0.414, -0.971], [6.725, 2.447, -2.400], [4.530, 3.198, -3.341], [2.494, 1.873, -2.780], [5.675, -4.809, 1.294], [-2.437, -0.808, -5.556], [-1.363, -1.014, -4.632], [-0.034, -1.176, -4.909], [0.596, -1.295, -3.700], [-0.303, -1.214, -2.698], [-1.473, -1.006, -3.267], [-3.068, -1.017, -2.414], [-2.872, 0.564, -1.534], [-1.826, 1.354, -1.595], [-2.141, 2.462, -0.885], [-3.420, 2.354, -0.410], [-3.891, 1.150, -0.844], [-5.190, 0.592, -0.618], [-2.614, -2.119, -1.052], [-1.815, -1.811, -0.049], [-1.618, -2.952, 0.648], [-2.315, -3.979, 0.076], [-2.956, -3.447, -1.014], [-3.715, -4.152, -1.999], [-2.079, -0.943, -6.577], [-3.245, -1.523, -5.358], [-2.847, 0.201, -5.455], [0.329, -1.204, -5.916], [1.636, -1.443, -3.489], [-1.446, 3.271, -0.777], [-4.020, 3.018, 0.178], [-5.815, 1.322, -0.105], [-5.652, 0.323, -1.574], [-5.121, -0.304, 0.000], [-0.988, -2.969, 1.515], [-2.432, -5.009, 0.352], [-4.351, -4.908, -1.532], [-4.340, -3.435, -2.534], [-3.054, -4.639, -2.724], [-3.548, -2.137, 3.461], [-3.939, -1.218, 2.312], [-3.034, -0.097, 2.230], [-2.262, 0.261, 3.320], [-1.244, 0.991, 3.100], [-0.469, 1.482, 4.212], [-1.302, 1.596, 5.487], [-1.953, 0.243, 5.725], [-2.748, -0.108, 4.566], [-3.566, -1.290, 4.723], [-2.542, -2.526, 3.305], [-4.247, -2.969, 3.554], [-4.958, -0.840, 2.494], [-3.938, -1.757, 1.362], [-2.490, -0.039, 1.377], [-0.057, 2.452, 3.931], [0.372, 0.798, 4.386], [-2.083, 2.347, 5.348], [-0.677, 1.887, 6.332], [-2.622, 0.277, 6.597], [-1.181, -0.521, 5.908], [-4.604, -0.987, 4.942], [-3.184, -1.874, 5.569], [0.769, 4.416, -2.724], [1.302, 5.265, -4.527], [0.483, 5.706, -5.531], [1.149, 6.270, -6.633], [2.501, 6.273, -6.494], [2.964, 5.559, -4.979], [-0.589, 5.617, -5.458], [0.640, 6.666, -7.503], [3.256, 6.643, -7.164], [1.165, 2.981, 1.190], [1.019, 3.852, 1.939], [0.870, 4.862, 2.869], [0.219, 6.053, 2.589], [-0.326, 7.061, 2.430], [1.369, 4.695, 4.153], [1.773, 4.572, 5.231]]}

---

Record 2
{"formula": "C40H43AsN10O3Si2Sn", "method": "ωB97M-V with the def2-TZVPD basis set", "spin_multiplicity": 1, "charge": -2, "homo_energy_ev": -1.7, "mol_weight_g_mol": 961.656, "symbols": ["Sn", "C", "C", "C", "C", "C", "C", "N", "C", "C", "C", "C", "C", "C", "N", "N", "C", "C", "C", "C", "C", "N", "H", "H", "H", "H", "H", "H", "H", "H", "H", "H", "H", "H", "H", "O", "C", "C", "C", "C", "C", "C", "C", "O", "N", "N", "C", "C", "C", "C", "C", "C", "N", "H", "H", "H", "H", "H", "H", "H", "H", "H", "H", "N", "C", "O", "C", "C", "N", "C", "N", "H", "H", "C", "Si", "C", "C", "As", "Si", "C", "C", "C", "H", "H", "H", "H", "H", "H", "H", "H", "H", "H", "H", "H", "H", "H", "H", "H", "H", "H"], "xyz": [[1.888, -0.228, -1.220], [-3.530, -0.561, 2.187], [-2.456, 0.205, 2.052], [-1.515, 0.115, 0.962], [-1.520, -1.217, 0.258], [-2.869, -1.901, 0.304], [-3.825, -1.598, 1.183], [-0.461, -1.669, -0.296], [-0.417, -2.910, -0.978], [-0.843, -4.042, -0.349], [-0.577, -5.286, -0.919], [0.094, -5.337, -2.114], [0.620, -4.210, -2.696], [0.469, -2.923, -2.040], [1.151, -1.831, -2.450], [1.549, -1.874, -3.785], [2.450, -0.942, -4.087], [2.900, -0.818, -5.435], [3.777, 0.161, -5.784], [4.213, 1.074, -4.760], [3.778, 0.922, -3.490], [2.904, -0.038, -3.128], [-4.165, -0.441, 3.071], [-2.316, 1.053, 2.712], [-0.538, 0.539, 1.169], [-3.050, -2.625, -0.508], [-4.839, -2.046, 1.129], [-1.361, -3.919, 0.583], [-0.940, -6.303, -0.536], [0.240, -6.343, -2.527], [1.181, -4.209, -3.617], [2.629, -1.561, -6.141], [4.122, 0.087, -6.798], [4.975, 1.783, -5.000], [4.216, 1.455, -2.675], [0.826, 3.641, 4.485], [0.068, 2.747, 5.076], [-0.927, 3.216, 5.965], [-1.830, 2.365, 6.516], [-1.837, 1.026, 6.166], [-0.771, 0.512, 5.395], [0.160, 1.384, 4.782], [1.050, 0.885, 3.653], [1.547, 1.778, 2.889], [1.273, -0.427, 3.661], [1.849, -0.829, 2.508], [1.797, -2.094, 2.395], [2.351, -2.902, 1.276], [2.222, -4.316, 1.484], [2.584, -5.171, 0.459], [3.244, -4.646, -0.658], [3.356, -3.247, -0.721], [2.925, -2.398, 0.185], [1.237, 3.132, 3.727], [-0.991, 4.182, 6.318], [-2.546, 2.825, 7.185], [-2.591, 0.388, 6.628], [-0.681, -0.532, 5.246], [1.217, -2.704, 3.121], [1.755, -4.666, 2.423], [2.268, -6.224, 0.592], [3.588, -5.322, -1.433], [3.900, -2.790, -1.532], [4.325, 1.880, 1.473], [4.836, 1.430, 0.314], [4.311, 0.530, -0.363], [6.014, 2.147, -0.107], [6.541, 3.131, 0.805], [6.824, 4.004, 1.530], [6.668, 2.089, -1.386], [7.275, 2.207, -2.381], [4.730, 2.609, 2.032], [3.475, 1.396, 1.748], [-5.001, 2.450, 0.789], [-3.407, 3.222, 0.286], [-2.553, 3.811, 1.810], [-3.540, 4.664, -0.965], [-1.806, 1.569, -0.621], [-2.841, 0.698, -2.620], [-3.965, -0.765, -2.598], [-3.833, 2.175, -3.265], [-1.395, 0.193, -3.797], [-5.690, 3.248, 1.093], [-4.890, 1.755, 1.559], [-5.434, 1.921, -0.078], [-2.653, 4.922, 1.803], [-1.473, 3.623, 1.793], [-2.868, 3.389, 2.767], [-4.012, 5.494, -0.402], [-4.202, 4.362, -1.840], [-2.546, 4.939, -1.360], [-3.405, -1.714, -2.664], [-4.638, -0.658, -3.492], [-4.620, -0.738, -1.696], [-4.672, 2.475, -2.674], [-4.126, 1.999, -4.311], [-3.121, 2.944, -3.324], [-0.752, -0.379, -3.157], [-0.790, 1.033, -4.102], [-1.747, -0.433, -4.668]]}